Below is C33H43F6GeN2O4PPbS2 as an isolated structure, with properties calculated with wB97M-V/def2-TZVPD.

Element x y z (Å)
Pb (-0.20, 0.69, 0.58)
F (-1.89, 1.02, 5.85)
C (-1.71, 2.20, 5.21)
F (-1.86, 3.18, 6.11)
F (-2.64, 2.34, 4.27)
S (-0.03, 2.25, 4.48)
O (-0.14, 1.31, 3.41)
O (0.84, 1.90, 5.55)
N (0.20, 3.73, 4.05)
S (-0.53, 4.75, 3.13)
O (-1.79, 5.22, 3.62)
O (-0.43, 4.43, 1.73)
C (0.60, 6.20, 3.38)
F (1.78, 6.06, 2.77)
F (0.84, 6.45, 4.67)
F (-0.01, 7.27, 2.81)
C (2.12, -1.61, -2.42)
C (2.64, -2.27, -1.14)
C (3.84, -3.13, -1.52)
C (1.48, -3.15, -0.69)
P (2.92, -0.92, 0.21)
N (1.61, -0.56, 0.89)
C (4.06, -1.64, 1.56)
C (3.96, -0.73, 2.78)
C (5.50, -1.88, 1.20)
C (3.44, -2.96, 1.99)
C (3.89, 0.48, -0.65)
C (2.93, 1.37, -1.44)
C (5.03, 0.02, -1.54)
C (4.48, 1.42, 0.39)
H (1.66, -2.35, -3.09)
H (2.91, -1.12, -2.99)
H (1.35, -0.87, -2.22)
H (3.56, -3.77, -2.38)
H (4.16, -3.74, -0.69)
H (4.69, -2.51, -1.85)
H (1.31, -3.95, -1.44)
H (0.56, -2.57, -0.58)
H (1.69, -3.66, 0.26)
H (4.33, 0.27, 2.61)
H (4.57, -1.13, 3.62)
H (2.92, -0.63, 3.10)
H (6.06, -0.97, 1.10)
H (5.63, -2.44, 0.29)
H (5.97, -2.48, 2.01)
H (2.35, -2.83, 2.14)
H (3.90, -3.28, 2.95)
H (3.59, -3.76, 1.27)
H (2.59, 0.90, -2.35)
H (3.43, 2.31, -1.75)
H (2.06, 1.63, -0.85)
H (4.69, -0.45, -2.45)
H (5.73, -0.66, -1.04)
H (5.59, 0.93, -1.87)
H (3.76, 1.71, 1.17)
H (4.80, 2.33, -0.09)
H (5.34, 0.97, 0.89)
C (-1.84, -0.71, 0.69)
Ge (-3.16, -0.60, -0.62)
C (-3.39, -2.29, -1.67)
C (-4.55, -3.06, -1.67)
C (-4.66, -4.21, -2.42)
C (-3.60, -4.61, -3.24)
C (-2.42, -3.88, -3.23)
C (-2.32, -2.73, -2.46)
C (-2.73, 0.90, -1.85)
C (-2.30, 0.86, -3.16)
C (-1.75, 2.00, -3.77)
C (-1.63, 3.19, -3.07)
C (-2.14, 3.26, -1.76)
C (-2.71, 2.14, -1.19)
C (-5.04, -0.10, -0.27)
C (-5.93, -0.10, -1.34)
C (-7.17, 0.54, -1.25)
C (-7.54, 1.20, -0.07)
C (-6.67, 1.19, 1.00)
C (-5.42, 0.56, 0.90)
H (-1.79, -1.70, 1.15)
H (-5.38, -2.75, -1.03)
H (-5.56, -4.79, -2.41)
H (-3.69, -5.49, -3.85)
H (-1.60, -4.23, -3.86)
H (-1.40, -2.14, -2.45)
H (-2.31, -0.08, -3.72)
H (-1.40, 1.93, -4.79)
H (-1.15, 4.06, -3.53)
H (-2.04, 4.16, -1.17)
H (-3.11, 2.19, -0.17)
H (-5.68, -0.57, -2.28)
H (-7.86, 0.54, -2.09)
H (-8.52, 1.67, 0.00)
H (-6.93, 1.68, 1.93)
H (-4.72, 0.60, 1.72)

The charge is -2.

=====

Below is C33H43N5O2PtS3SeSi as an isolated structure, with properties calculated with wB97M-V/def2-TZVPD.

Element x y z (Å)
Pt (-0.46, 0.18, 0.08)
O (-3.94, -2.67, 0.53)
C (-3.21, -3.78, 0.83)
C (-3.90, -4.97, 1.04)
C (-3.22, -6.13, 1.35)
C (-1.83, -6.12, 1.47)
C (-1.14, -4.94, 1.27)
C (-1.81, -3.75, 0.95)
C (-1.05, -2.51, 0.75)
O (-1.69, -1.49, 0.26)
N (0.21, -2.49, 1.06)
N (0.84, -1.24, 0.91)
C (2.11, -1.35, 1.11)
S (2.80, -2.93, 1.42)
C (4.44, -2.30, 1.86)
C (4.69, -1.04, 1.06)
S (3.21, 0.00, 1.20)
H (-3.28, -1.95, 0.39)
H (-4.98, -4.95, 0.94)
H (-3.77, -7.04, 1.51)
H (-1.30, -7.03, 1.71)
H (-0.07, -4.90, 1.36)
H (5.17, -3.08, 1.63)
H (4.47, -2.09, 2.93)
H (4.85, -1.27, 0.00)
H (5.53, -0.47, 1.43)
C (4.07, 3.04, -0.50)
Si (3.07, 4.58, -0.85)
C (3.06, 4.94, -2.69)
C (3.91, 6.01, 0.06)
C (1.27, 4.56, -0.27)
C (0.69, 5.81, -0.09)
C (-0.62, 5.95, 0.37)
C (-1.31, 4.79, 0.66)
N (-0.80, 3.58, 0.49)
C (0.44, 3.45, 0.02)
S (1.05, 1.84, -0.30)
H (5.13, 3.28, -0.60)
H (3.83, 2.22, -1.17)
H (3.90, 2.68, 0.52)
H (4.07, 5.11, -3.07)
H (2.46, 5.82, -2.92)
H (2.64, 4.10, -3.25)
H (4.99, 5.96, -0.09)
H (3.71, 5.95, 1.13)
H (3.57, 6.98, -0.29)
H (1.26, 6.70, -0.31)
H (-1.07, 6.92, 0.51)
H (-2.32, 4.83, 1.05)
C (-5.42, 3.51, 0.67)
C (-5.99, 2.64, -0.45)
C (-6.46, 1.28, 0.05)
C (-5.32, 0.30, 0.31)
N (-4.64, -0.09, -0.92)
C (-3.39, 0.26, -1.29)
Se (-2.34, 1.61, -0.44)
N (-3.10, -0.36, -2.45)
C (-1.83, -0.27, -3.16)
C (-1.69, 0.98, -4.02)
C (-2.84, 1.28, -4.98)
C (-4.05, 1.95, -4.34)
C (-4.18, -1.14, -2.83)
C (-4.39, -1.96, -3.93)
C (-5.62, -2.60, -4.01)
C (-6.60, -2.43, -3.03)
C (-6.39, -1.61, -1.93)
C (-5.16, -0.96, -1.85)
H (-5.17, 4.51, 0.30)
H (-4.51, 3.08, 1.09)
H (-6.15, 3.64, 1.48)
H (-5.23, 2.51, -1.23)
H (-6.83, 3.16, -0.92)
H (-7.16, 0.84, -0.67)
H (-7.01, 1.39, 0.99)
H (-5.67, -0.62, 0.79)
H (-4.56, 0.75, 0.96)
H (-1.77, -1.17, -3.77)
H (-1.04, -0.31, -2.42)
H (-0.76, 0.86, -4.58)
H (-1.54, 1.84, -3.36)
H (-3.14, 0.37, -5.50)
H (-2.45, 1.95, -5.76)
H (-4.63, 1.27, -3.72)
H (-4.73, 2.34, -5.10)
H (-3.74, 2.79, -3.71)
H (-3.63, -2.10, -4.69)
H (-5.82, -3.25, -4.85)
H (-7.54, -2.96, -3.12)
H (-7.14, -1.50, -1.16)

The calculation puts the energy relative to the best compared isomer or geometry (same formula, charge and spin) at 0.00 kJ/mol. The charge is 0.

=====

Below is C33H43N5OsP2 as an isolated structure, with properties calculated with wB97M-V/def2-TZVPD.

Element x y z (Å)
Os (-2.37, -4.74, -0.43)
C (-2.86, -6.39, -1.37)
C (-2.98, -5.21, -2.24)
C (-4.37, -4.69, -2.56)
C (-5.15, -4.29, -1.29)
C (-4.22, -4.00, -0.12)
C (-3.89, -5.03, 0.86)
C (-4.43, -6.44, 0.67)
C (-4.04, -7.08, -0.70)
C (-1.90, -0.42, 0.45)
H (-2.05, -7.09, -1.63)
H (-2.27, -5.20, -3.09)
H (-4.94, -5.43, -3.13)
H (-4.28, -3.81, -3.22)
H (-5.71, -3.36, -1.50)
H (-5.90, -5.05, -1.04)
H (-4.25, -2.96, 0.22)
H (-3.80, -4.68, 1.90)
H (-5.53, -6.43, 0.75)
H (-4.06, -7.10, 1.47)
H (-3.72, -8.11, -0.50)
H (-4.92, -7.13, -1.36)
H (-2.17, -1.49, 0.62)
H (-2.08, 0.15, 1.38)
H (-0.82, -0.38, 0.26)
P (-2.93, 0.22, -0.84)
P (0.13, -1.22, -2.39)
N (-4.48, 0.13, -0.10)
N (-2.79, 1.90, -1.09)
N (0.03, -3.07, -1.79)
N (1.11, -1.62, -3.73)
C (-2.87, -0.79, -2.34)
C (-1.56, -1.15, -3.14)
C (-4.80, -0.52, 1.10)
C (-6.11, -0.22, 1.42)
C (-6.61, 0.65, 0.41)
C (-5.61, 0.85, -0.51)
C (-3.07, 2.92, -0.14)
C (-3.08, 4.13, -0.80)
C (-2.85, 3.87, -2.20)
C (-2.68, 2.51, -2.36)
C (-0.66, -3.38, -0.57)
C (-0.32, -4.77, -0.21)
C (0.49, -5.25, -1.32)
C (0.73, -4.20, -2.17)
C (0.89, -2.49, -4.81)
C (2.09, -2.65, -5.50)
C (3.09, -1.87, -4.82)
C (2.48, -1.26, -3.73)
H (-3.58, -0.32, -3.05)
H (-3.35, -1.75, -2.04)
H (-1.69, -2.18, -3.51)
H (-1.47, -0.47, -4.01)
H (-4.07, -1.08, 1.66)
H (-6.63, -0.58, 2.29)
H (-7.60, 1.09, 0.38)
H (-5.56, 1.47, -1.40)
H (-3.23, 2.66, 0.90)
H (-3.22, 5.11, -0.36)
H (-2.84, 4.62, -2.99)
H (-2.48, 1.89, -3.23)
H (-0.58, -2.61, 0.20)
H (-0.14, -5.02, 0.84)
H (0.89, -6.27, -1.40)
H (1.41, -4.20, -3.01)
H (-0.09, -2.90, -4.97)
H (2.23, -3.26, -6.38)
H (4.13, -1.76, -5.10)
H (2.85, -0.61, -2.96)
C (1.19, 1.27, -0.91)
C (1.85, 0.32, 0.00)
C (3.22, 0.42, 0.43)
C (3.45, -0.70, 1.25)
C (2.21, -1.43, 1.28)
C (2.01, -2.70, 2.00)
N (1.26, -0.79, 0.54)
H (0.12, 1.05, -1.03)
H (1.67, 1.24, -1.91)
H (1.28, 2.29, -0.52)
H (3.88, 1.22, 0.13)
H (4.35, -0.99, 1.77)
H (2.32, -3.55, 1.37)
H (2.63, -2.71, 2.90)
H (0.95, -2.84, 2.28)

The calculation puts the energy relative to the best compared isomer or geometry (same formula, charge and spin) at 0.00 kJ/mol. The charge is +2. Its multiplicity is 5.

=====

Below is C33H43N5P2Ru as an isolated structure, with properties calculated with wB97M-V/def2-TZVPD.

Element x y z (Å)
Ru (0.50, -1.37, -3.00)
C (1.37, -0.52, -4.56)
C (0.69, 0.49, -3.55)
C (-0.48, 1.28, -4.09)
C (-1.63, 0.31, -4.37)
C (-1.35, -0.98, -3.61)
C (-0.86, -2.21, -4.15)
C (-0.23, -2.35, -5.50)
C (0.66, -1.14, -5.79)
C (0.42, -2.00, 0.29)
H (2.15, 0.14, -4.96)
H (1.45, 1.18, -3.17)
H (-0.18, 1.87, -4.98)
H (-0.81, 2.02, -3.33)
H (-2.58, 0.72, -4.00)
H (-1.78, 0.14, -5.43)
H (-2.04, -1.10, -2.77)
H (-1.41, -3.08, -3.77)
H (-1.02, -2.52, -6.25)
H (0.42, -3.24, -5.48)
H (1.49, -1.42, -6.45)
H (0.12, -0.37, -6.33)
H (0.75, -3.05, 0.34)
H (-0.54, -2.06, -0.25)
H (0.31, -1.62, 1.32)
P (-2.14, 0.29, 0.77)
P (0.89, 1.02, 1.29)
N (-3.43, -0.29, -0.22)
N (-3.09, 0.87, 2.01)
N (1.85, 0.06, 0.00)
N (2.23, 1.99, 1.79)
C (-1.48, 1.74, -0.17)
C (-0.01, 2.17, 0.16)
C (-3.49, -1.60, -0.72)
C (-4.77, -1.84, -1.17)
C (-5.54, -0.64, -0.99)
C (-4.69, 0.30, -0.42)
C (-3.83, -0.02, 2.83)
C (-4.30, 0.71, 3.89)
C (-3.84, 2.07, 3.75)
C (-3.08, 2.14, 2.60)
C (1.45, -1.21, -0.43)
C (2.50, -1.70, -1.28)
C (3.55, -0.75, -1.31)
C (3.08, 0.35, -0.59)
C (3.53, 1.58, 2.16)
C (3.97, 2.34, 3.22)
C (2.92, 3.27, 3.53)
C (1.87, 3.04, 2.67)
H (-2.16, 2.59, 0.00)
H (-1.56, 1.50, -1.25)
H (0.56, 2.29, -0.77)
H (0.00, 3.15, 0.67)
H (-2.60, -2.22, -0.69)
H (-5.14, -2.76, -1.59)
H (-6.58, -0.50, -1.24)
H (-4.86, 1.33, -0.14)
H (-3.92, -1.07, 2.55)
H (-4.93, 0.33, 4.68)
H (-4.04, 2.89, 4.43)
H (-2.57, 2.95, 2.10)
H (2.15, -1.24, -4.12)
H (2.58, -2.73, -1.63)
H (4.55, -0.84, -1.77)
H (3.57, 1.30, -0.51)
H (4.05, 0.84, 1.59)
H (4.93, 2.24, 3.72)
H (2.95, 4.02, 4.31)
H (0.92, 3.54, 2.54)
C (0.05, 0.53, 4.29)
C (1.30, -0.23, 4.17)
C (2.20, -0.52, 5.24)
C (3.25, -1.27, 4.68)
C (2.94, -1.44, 3.30)
C (3.75, -2.16, 2.31)
N (1.77, -0.79, 3.02)
H (-0.38, 0.77, 3.31)
H (0.22, 1.47, 4.83)
H (-0.70, -0.05, 4.84)
H (2.07, -0.17, 6.26)
H (4.14, -1.68, 5.16)
H (4.28, -2.97, 2.82)
H (3.11, -2.59, 1.53)
H (4.50, -1.51, 1.85)

The calculation puts the energy relative to the best compared isomer or geometry (same formula, charge and spin) at 0.00 kJ/mol. The charge is +2. Its multiplicity is 5.

=====

Below is C33H44BeN4P2 as an isolated structure, with properties calculated with wB97M-V/def2-TZVPD.

Element x y z (Å)
Be (-0.20, 1.34, 1.36)
C (-2.10, -4.42, -0.06)
C (-1.12, -3.57, 0.23)
C (-0.37, -2.59, -0.62)
C (-1.11, -1.34, -1.14)
C (-1.97, -1.50, -2.36)
C (-2.35, -2.65, -2.95)
C (-1.93, -4.06, -2.63)
C (-2.59, -4.74, -1.42)
C (-2.02, 2.01, 1.92)
H (-2.52, -5.03, 0.77)
H (-0.84, -3.41, 1.29)
H (0.11, -3.06, -1.48)
H (0.42, -2.22, 0.05)
H (-1.71, -0.93, -0.29)
H (-0.33, -0.57, -1.36)
H (-2.19, -0.52, -2.80)
H (-3.01, -2.52, -3.83)
H (-0.84, -4.17, -2.64)
H (-2.32, -4.65, -3.47)
H (-3.69, -4.67, -1.52)
H (-2.33, -5.78, -1.46)
H (-2.35, 2.25, 2.94)
H (-2.78, 2.40, 1.22)
H (-1.03, 2.64, 1.77)
P (0.22, 2.50, -0.38)
P (2.06, 0.09, 1.55)
N (-0.16, 2.46, -2.16)
N (0.65, 4.18, -0.38)
N (2.93, -0.83, 0.10)
N (3.79, -0.08, 2.44)
C (1.90, 1.80, -0.53)
C (2.58, 1.69, 0.86)
C (-1.39, 2.65, -2.79)
C (-1.17, 2.86, -4.15)
C (0.23, 2.79, -4.37)
C (0.82, 2.50, -3.15)
C (0.05, 5.24, 0.31)
C (0.71, 6.41, -0.02)
C (1.75, 6.07, -0.95)
C (1.69, 4.71, -1.16)
C (2.90, -2.22, -0.02)
C (3.67, -2.61, -1.11)
C (4.24, -1.44, -1.67)
C (3.80, -0.37, -0.89)
C (5.09, -0.41, 2.05)
C (6.01, -0.01, 3.03)
C (5.24, 0.60, 4.08)
C (3.91, 0.55, 3.68)
H (2.60, 2.28, -1.23)
H (1.66, 0.80, -0.94)
H (3.68, 1.78, 0.78)
H (2.23, 2.46, 1.57)
H (-2.31, 2.56, -2.24)
H (-1.92, 3.04, -4.92)
H (0.79, 2.91, -5.30)
H (1.85, 2.28, -2.94)
H (-0.76, 5.05, 1.00)
H (0.52, 7.40, 0.37)
H (2.49, 6.72, -1.41)
H (2.31, 4.06, -1.75)
H (2.33, -2.82, 0.68)
H (3.82, -3.63, -1.47)
H (4.90, -1.34, -2.53)
H (4.00, 0.69, -1.03)
H (5.31, -0.90, 1.11)
H (7.08, -0.13, 2.99)
H (5.62, 1.04, 5.00)
H (3.02, 0.91, 4.18)
C (-3.25, -2.64, 2.71)
C (-3.77, -1.36, 2.07)
C (-4.60, -1.73, 0.83)
C (-4.73, -0.74, 3.08)
C (-2.63, -0.48, 1.68)
C (-1.84, 0.53, 1.64)
H (-4.02, -3.41, 2.70)
H (-2.98, -2.42, 3.74)
H (-2.39, -3.04, 2.18)
H (-5.28, -2.56, 1.09)
H (-5.22, -0.86, 0.55)
H (-3.98, -1.99, -0.04)
H (-4.24, -0.62, 4.04)
H (-5.08, 0.24, 2.74)
H (-5.59, -1.41, 3.20)

The calculation puts the energy relative to the best compared isomer or geometry (same formula, charge and spin) at 57.95 kJ/mol. The charge is 0.

=====

Number 1: electronic energy -5700.3925 Eh, F_max 1.087 eV Å⁻¹. Number 2: electronic energy -5712.4930 Eh, F_max 0.787 eV Å⁻¹. Number 3: electronic energy -2329.6406 Eh, F_max 4.468 eV Å⁻¹. Number 4: electronic energy -2333.8226 Eh, F_max 7.829 eV Å⁻¹. Number 5: electronic energy -2200.0062 Eh, F_max 5.624 eV Å⁻¹.